Record 1
Molecular formula: C4H8O2
Method: DFT, wB97M-V/def2-TZVPD

## Properties
molar mass: 88.11 g/mol
HOMO-LUMO gap: 10.7 eV
energy relative to the best compared isomer or geometry (same formula, charge and spin): 1.690 eV
E: -8371.5913 eV
SMILES string: CCOCC=O

ORCA input file:
```
! RIJCOSX wB97M-V def2-TZVPD def2/J DEFGRID3
* xyz 0 1
C 0.398 0.494 -1.937
C -0.462 0.588 -0.683
O -0.570 -0.730 -0.162
C -0.619 -0.827 1.232
C 0.704 -0.414 1.854
O 0.825 0.017 2.973
H 0.298 -0.521 -2.329
H 1.456 0.668 -1.718
H 0.083 1.196 -2.713
H -0.011 1.266 0.059
H -1.465 0.980 -0.907
H -0.775 -1.890 1.455
H -1.439 -0.259 1.696
H 1.577 -0.568 1.180
*
```

Just the Mulliken charges please, in e? Sure, here they are: number 1, C, carries -1.057; number 2, C, carries -0.255; number 3, O, carries -0.356; number 4, C, carries -0.349; number 5, C, carries 0.070; number 6, O, carries -0.480; number 7, H, carries 0.287; number 8, H, carries 0.269; number 9, H, carries 0.331; number 10, H, carries 0.344; number 11, H, carries 0.298; number 12, H, carries 0.282; number 13, H, carries 0.284; number 14, H, carries 0.332

---

Record 2
Molecular formula: C14H12FNO4S
Method: DFT, wB97M-V/def2-TZVPD

## Properties
molar mass: 309.32 g/mol
HOMO-LUMO gap: 8.3 eV
energy relative to the best compared isomer or geometry (same formula, charge and spin): 13.735 eV
E: -37931.7081 eV
SMILES string: O=S(=O)(NCc1ccc2c(c1)OCO2)c1ccc(F)cc1

ORCA input file:
```
! RIJCOSX wB97M-V def2-TZVPD def2/J DEFGRID3
* xyz 0 1
O 0.264 1.532 -1.401
S -0.764 1.954 -0.732
O -1.481 3.215 -1.183
N -0.402 2.273 0.813
C -0.159 1.129 1.784
C 0.855 0.223 1.257
C 0.723 -0.990 0.816
C 1.634 -1.802 0.220
C 2.864 -1.266 -0.160
C 2.979 0.352 0.028
C 2.014 1.052 0.530
O 4.271 0.575 -0.486
C 4.765 -0.718 -1.201
O 3.824 -1.804 -0.674
C -2.066 0.698 -0.530
C -3.357 0.839 0.176
C -4.175 -0.103 -0.110
C -3.696 -1.493 -0.349
F -4.615 -2.442 -0.260
C -2.539 -1.913 -0.943
C -1.644 -0.495 -1.094
H -1.065 2.802 1.086
H 0.246 1.659 2.560
H -1.100 0.702 2.152
H -0.195 -1.413 1.427
H 1.633 -2.779 0.131
H 2.296 1.832 0.626
H 5.795 -1.074 -0.573
H 4.851 -0.641 -2.082
H -3.532 1.819 0.356
H -5.176 -0.179 0.457
H -2.256 -2.749 -1.230
H -0.791 -0.794 -1.410
*
```

Just the Mulliken charges please, in e? Sure, here they are: number 1, O, carries -0.450; number 2, S, carries 1.185; number 3, O, carries -0.775; number 4, N, carries -0.368; number 5, C, carries -1.275; number 6, C, carries 0.750; number 7, C, carries 0.376; number 8, C, carries -1.622; number 9, C, carries 0.701; number 10, C, carries 0.794; number 11, C, carries -2.013; number 12, O, carries -0.496; number 13, C, carries -0.412; number 14, O, carries -0.425; number 15, C, carries 0.103; number 16, C, carries -0.567; number 17, C, carries -0.592; number 18, C, carries 0.642; number 19, F, carries -0.294; number 20, C, carries -1.185; number 21, C, carries -0.710; number 22, H, carries 0.265; number 23, H, carries 0.529; number 24, H, carries 0.386; number 25, H, carries 0.124; number 26, H, carries 0.728; number 27, H, carries 1.314; number 28, H, carries 0.235; number 29, H, carries 0.507; number 30, H, carries 0.501; number 31, H, carries 0.278; number 32, H, carries 0.712; number 33, H, carries 1.055

---

Record 3
Molecular formula: C23H48N2O6PS2
Method: DFT, wB97M-V/def2-TZVPD

## Properties
⟨S²⟩: 0.754
molar mass: 543.75 g/mol
HOMO-LUMO gap (alpha / beta): 8.6 / 8.9 eV
E: -70852.4311 eV

ORCA input file:
```
! RIJCOSX wB97M-V def2-TZVPD def2/J DEFGRID3
* xyz 0 2
C -3.270 0.647 -1.146
P -2.125 -0.659 -1.740
O -2.090 -1.599 -0.375
C -0.453 0.169 -1.838
C 0.588 -0.878 -2.285
C 0.606 -2.253 -1.611
C 1.005 -2.277 -0.139
C 1.631 -3.605 0.296
C 2.152 -3.556 1.742
N 3.613 -3.708 1.777
C -0.127 0.892 -0.522
C 0.991 1.946 -0.549
C 0.868 2.752 0.748
C 2.417 1.367 -0.583
N 0.779 2.880 -1.675
O 1.556 3.888 -1.693
C 0.392 2.371 -3.015
C -0.272 3.548 -3.745
C 1.628 1.957 -3.832
C -0.647 1.242 -2.928
H -3.374 1.460 -1.856
H -4.236 0.148 -1.069
H -3.006 1.012 -0.153
H -2.452 -2.434 -0.676
H 1.591 -0.466 -2.193
H 0.415 -1.051 -3.351
H -0.346 -2.766 -1.761
H 1.344 -2.851 -2.155
H 0.144 -2.087 0.503
H 1.729 -1.482 0.069
H 2.469 -3.849 -0.357
H 0.875 -4.388 0.213
H 1.830 -2.613 2.200
H 1.721 -4.366 2.330
H 4.047 -2.892 1.363
H 3.934 -3.735 2.736
H -1.028 1.435 -0.229
H 0.092 0.196 0.285
H 1.110 2.112 1.596
H -0.130 3.176 0.853
H 1.580 3.576 0.740
H 3.113 2.111 -0.201
H 2.465 0.497 0.070
H 2.739 1.077 -1.578
H -1.078 3.954 -3.130
H -0.686 3.213 -4.693
H 0.451 4.345 -3.900
H 1.941 0.934 -3.647
H 2.445 2.653 -3.657
H 1.362 2.019 -4.889
H -0.656 0.755 -3.906
H -1.621 1.716 -2.828
C 2.985 4.954 3.695
C 3.651 4.774 5.067
C 4.538 3.525 4.986
S 5.039 3.384 3.263
O 4.464 2.181 2.715
O 6.448 3.649 3.137
C 4.098 4.786 2.666
H 2.503 5.925 3.602
H 2.224 4.185 3.545
H 4.265 5.649 5.291
H 2.916 4.678 5.864
H 5.434 3.596 5.596
H 3.991 2.618 5.234
H 3.746 4.568 1.660
H 4.769 5.644 2.653
C -7.056 -4.090 -0.431
C -6.419 -4.252 0.957
C -5.462 -5.449 0.884
S -4.906 -5.536 -0.825
O -5.391 -6.760 -1.408
O -3.512 -5.181 -0.905
C -5.907 -4.179 -1.430
H -7.590 -3.146 -0.524
H -7.768 -4.898 -0.613
H -5.862 -3.348 1.210
H -7.170 -4.403 1.731
H -4.589 -5.334 1.521
H -5.962 -6.389 1.105
H -6.215 -4.400 -2.449
H -5.288 -3.282 -1.411
*
```

Just the Mulliken charges please, in e? Sure, here they are: number 1, C, carries -1.265; number 2, P, carries -0.261; number 3, O, carries -0.409; number 4, C, carries 3.480; number 5, C, carries -1.388; number 6, C, carries -1.432; number 7, C, carries 0.554; number 8, C, carries -0.797; number 9, C, carries -0.593; number 10, N, carries -0.666; number 11, C, carries -2.489; number 12, C, carries 1.747; number 13, C, carries -1.839; number 14, C, carries -1.626; number 15, N, carries 0.809; number 16, O, carries -0.701; number 17, C, carries 2.040; number 18, C, carries -1.962; number 19, C, carries -1.821; number 20, C, carries -2.340; number 21, H, carries 0.348; number 22, H, carries 0.431; number 23, H, carries 0.347; number 24, H, carries 0.280; number 25, H, carries 0.132; number 26, H, carries 0.296; number 27, H, carries 0.445; number 28, H, carries 0.606; number 29, H, carries 0.263; number 30, H, carries -0.105; number 31, H, carries 0.462; number 32, H, carries 0.265; number 33, H, carries 0.298; number 34, H, carries 0.401; number 35, H, carries 0.231; number 36, H, carries 0.225; number 37, H, carries 0.480; number 38, H, carries 0.384; number 39, H, carries 0.458; number 40, H, carries 0.434; number 41, H, carries 0.398; number 42, H, carries 0.333; number 43, H, carries 0.216; number 44, H, carries 0.300; number 45, H, carries 0.442; number 46, H, carries 0.399; number 47, H, carries 0.445; number 48, H, carries 0.351; number 49, H, carries 0.369; number 50, H, carries 0.469; number 51, H, carries 0.403; number 52, H, carries 0.111; number 53, C, carries -0.433; number 54, C, carries -0.701; number 55, C, carries -0.672; number 56, S, carries 1.149; number 57, O, carries -0.588; number 58, O, carries -0.705; number 59, C, carries -0.625; number 60, H, carries 0.433; number 61, H, carries 0.165; number 62, H, carries 0.305; number 63, H, carries 0.343; number 64, H, carries 0.361; number 65, H, carries 0.366; number 66, H, carries 0.284; number 67, H, carries 0.347; number 68, C, carries -0.610; number 69, C, carries -0.592; number 70, C, carries -0.640; number 71, S, carries 1.088; number 72, O, carries -0.671; number 73, O, carries -0.597; number 74, C, carries -0.439; number 75, H, carries 0.348; number 76, H, carries 0.313; number 77, H, carries 0.268; number 78, H, carries 0.322; number 79, H, carries 0.356; number 80, H, carries 0.350; number 81, H, carries 0.411; number 82, H, carries 0.101

---

Record 4
Molecular formula: C19H23N5
Method: DFT, wB97M-V/def2-TZVPD

## Properties
molar mass: 321.43 g/mol
HOMO-LUMO gap: 7.9 eV
energy relative to the best compared isomer or geometry (same formula, charge and spin): 0.000 eV
E: -27527.0310 eV
SMILES string: CCCC[C@@H](CC)Cn1c(N)c(C#N)c2nc3ccccc3nc21

ORCA input file:
```
! RIJCOSX wB97M-V def2-TZVPD def2/J DEFGRID3
* xyz 0 1
C 4.398 -1.865 -3.069
C 3.624 -1.662 -1.761
C 2.669 -0.475 -1.875
C 2.030 -0.279 -0.478
C 1.309 1.054 -0.328
C 2.097 2.274 -0.744
C 1.576 3.603 -0.136
C -0.077 1.083 -1.059
N -0.997 0.061 -0.604
C -1.331 -1.116 -1.320
N -0.779 -1.462 -2.549
C -2.246 -1.890 -0.659
C -2.871 -3.138 -1.008
N -3.384 -4.142 -1.294
C -2.504 -1.128 0.545
N -3.270 -1.515 1.567
C -3.333 -0.599 2.592
C -4.118 -0.926 3.691
C -4.311 -0.023 4.758
C -3.620 1.197 4.759
C -2.837 1.540 3.684
C -2.665 0.668 2.572
N -1.866 0.999 1.529
C -1.806 0.099 0.522
H 3.734 -2.156 -3.878
H 5.082 -2.717 -2.939
H 4.949 -0.970 -3.330
H 3.067 -2.579 -1.558
H 4.349 -1.498 -0.973
H 1.878 -0.675 -2.587
H 3.214 0.373 -2.269
H 2.855 -0.307 0.249
H 1.349 -1.099 -0.232
H 1.126 1.133 0.728
H 2.053 2.394 -1.834
H 3.158 2.180 -0.470
H 0.612 3.851 -0.571
H 2.290 4.419 -0.371
H 1.542 3.586 0.964
H -0.592 2.040 -0.954
H 0.116 0.957 -2.138
H 0.041 -0.932 -2.852
H -0.889 -2.438 -2.875
H -4.695 -1.868 3.664
H -4.995 -0.324 5.543
H -3.718 1.839 5.631
H -2.215 2.432 3.719
*
```

Just the Mulliken charges please, in e? Sure, here they are: number 1, C, carries -1.333; number 2, C, carries -0.481; number 3, C, carries -0.161; number 4, C, carries -1.205; number 5, C, carries 1.099; number 6, C, carries -1.005; number 7, C, carries -1.313; number 8, C, carries -1.937; number 9, N, carries 0.454; number 10, C, carries 1.232; number 11, N, carries -0.485; number 12, C, carries -0.582; number 13, C, carries -0.319; number 14, N, carries -0.564; number 15, C, carries 1.221; number 16, N, carries -0.694; number 17, C, carries 0.470; number 18, C, carries -0.349; number 19, C, carries -0.522; number 20, C, carries -0.440; number 21, C, carries -0.515; number 22, C, carries -0.026; number 23, N, carries -0.575; number 24, C, carries 0.030; number 25, H, carries 0.321; number 26, H, carries 0.391; number 27, H, carries 0.346; number 28, H, carries 0.332; number 29, H, carries 0.353; number 30, H, carries -0.033; number 31, H, carries 0.383; number 32, H, carries 0.576; number 33, H, carries 0.214; number 34, H, carries 0.478; number 35, H, carries 0.343; number 36, H, carries 0.427; number 37, H, carries 0.323; number 38, H, carries 0.394; number 39, H, carries 0.339; number 40, H, carries 0.427; number 41, H, carries 0.517; number 42, H, carries 0.068; number 43, H, carries 0.278; number 44, H, carries 0.377; number 45, H, carries 0.376; number 46, H, carries 0.365; number 47, H, carries 0.406